{
  "formula": "C7H9O3PS",
  "method": "ωB97M-V/def2-TZVPD",
  "elements": ["C", "C", "C", "C", "C", "C", "C", "O", "O", "O", "P", "S", "H", "H", "H", "H", "H", "H", "H", "H", "H"],
  "xyz": [[1.284, -0.313, -0.921], [0.671, -0.330, 1.403], [1.137, 1.055, -0.959], [0.500, 1.037, 1.375], [1.064, -1.023, 0.259], [0.745, 1.734, 0.193], [1.279, -2.501, 0.297], [0.998, 3.971, -1.100], [-2.165, 1.404, -0.080], [-3.200, -0.405, -1.488], [-3.346, 0.523, -0.129], [0.539, 3.471, 0.195], [1.573, -0.845, -1.815], [0.493, -0.874, 2.320], [1.308, 1.618, -1.863], [0.179, 1.577, 2.252], [0.978, -2.959, -0.642], [2.339, -2.713, 0.447], [0.724, -2.959, 1.113], [-3.963, -0.942, -1.695], [-3.137, -0.525, 0.838]],
  "orbital_gap_ha": [0.3124, 0.2039],
  "e_tot_ha": -1237.35202,
  "homo_energy_ev": [-9.11, -7.57]
}

***

{
  "formula": "C7H9P",
  "method": "ωB97M-V/def2-TZVPD",
  "elements": ["C", "C", "C", "C", "C", "C", "C", "P", "H", "H", "H", "H", "H", "H", "H", "H", "H"],
  "xyz": [[0.374, 1.824, 0.162], [-0.655, 2.501, -0.299], [1.233, -3.165, 0.595], [0.546, 0.328, 0.146], [0.653, -2.755, -0.526], [-0.771, -0.445, 0.033], [-1.739, 3.147, -0.507], [-1.044, -2.046, -0.462], [1.287, 2.445, 0.456], [2.125, -3.626, 0.472], [0.801, -3.017, 1.534], [1.359, 0.248, -0.608], [0.956, 0.122, 1.207], [1.044, -2.853, -1.600], [-1.625, 0.189, 0.288], [-2.289, 3.410, 0.437], [-2.255, 3.692, -1.328]],
  "e_above_lowest_kj_mol": 301.4,
  "orbital_gap_ha": 0.3409,
  "smiles": "C=C=CC/C=P\\C=C",
  "e_tot_ha": -613.31393,
  "homo_energy_ev": -8.87
}